1) Entry from OMol25: a 2-piece molecular cluster, C6H16N2O overall (the ωB97M-V functional and the def2-TZVPD basis).

Calculated values
Kohn-Sham gap	9.00	eV
LUMO energy	0.0346	hartree
SMILES	C=C(C[C@@H](C)N)NC.O
HOMO	-8.1	eV

Geometry as ORCA input:
```
! wB97M-V def2-TZVPD RIJCOSX def2/J DEFGRID3
* xyz 0 1
C -1.28 0.55 -1.55
C -0.91 -0.40 -0.68
C -0.18 -0.05 0.60
C 1.32 0.21 0.30
C 1.80 1.45 1.09
N 2.10 -1.00 0.64
N -1.35 -1.73 -0.83
C -0.42 -2.82 -0.52
H -1.82 0.33 -2.49
H -1.07 1.62 -1.50
H -0.36 -0.92 1.40
H -0.69 0.78 1.03
H 1.48 0.43 -0.74
H 1.76 1.30 2.22
H 2.80 1.72 0.83
H 1.14 2.31 0.91
H 3.02 -0.95 0.29
H 2.10 -1.12 1.64
H -1.83 -1.92 -1.68
H 0.34 -2.47 0.27
H 0.15 -3.10 -1.40
H -0.98 -3.62 -0.16
O -1.24 3.17 0.60
H -2.16 3.16 0.73
H -1.17 2.60 -0.23
*
```

2) Entry from OMol25: a 2-piece molecular cluster, C6H16N2O overall (the ωB97M-V functional and the def2-TZVPD basis).

Calculated values
Kohn-Sham gap	9.97	eV
LUMO energy	0.0256	hartree
SMILES	CNC(C)=O.CN(C)C
HOMO	-9.3	eV

Geometry as ORCA input:
```
! wB97M-V def2-TZVPD RIJCOSX def2/J DEFGRID3
* xyz 0 1
C 1.43 2.79 4.56
N 0.89 1.81 3.64
C 0.44 0.60 4.08
C -0.10 -0.32 3.01
O 0.47 0.30 5.27
H 1.73 3.68 4.00
H 2.31 2.39 5.09
H 0.67 3.08 5.31
H 0.84 2.02 2.64
H 0.68 -0.55 2.26
H -0.43 -1.26 3.47
H -0.96 0.14 2.48
C -0.58 2.68 -0.11
N 0.79 2.68 0.38
C 1.61 1.80 -0.45
C 1.33 4.03 0.36
H -0.98 1.66 -0.07
H -0.64 3.05 -1.15
H -1.19 3.33 0.54
H 1.64 2.13 -1.50
H 2.64 1.79 -0.06
H 1.21 0.78 -0.41
H 1.35 4.45 -0.65
H 0.72 4.68 1.01
H 2.37 4.01 0.75
*
```

2) comes first in stability; the runner-up is 0.0541 hartree higher.

1) Entry from OMol25: a 2-piece molecular cluster, C6H16N2O overall (the ωB97M-V functional and the def2-TZVPD basis).

Calculated values
Kohn-Sham gap	10.01	eV
LUMO energy	0.0302	hartree
SMILES	CN(C)C=O.CC(C)N
HOMO	-9.2	eV

Geometry as ORCA input:
```
! wB97M-V def2-TZVPD RIJCOSX def2/J DEFGRID3
* xyz 0 1
C 2.33 -0.60 1.29
N 2.09 -0.16 -0.06
C 2.45 1.20 -0.37
C 1.51 -0.98 -0.95
O 1.14 -2.11 -0.72
H 1.77 0.01 2.00
H 2.02 -1.63 1.37
H 3.40 -0.52 1.53
H 2.25 1.41 -1.42
H 3.51 1.37 -0.17
H 1.86 1.90 0.24
H 1.39 -0.51 -1.94
C -1.44 -0.29 1.20
C -1.66 0.36 -0.16
C -2.17 -0.68 -1.16
N -2.54 1.51 0.00
H -2.38 -0.69 1.58
H -0.72 -1.10 1.12
H -1.07 0.45 1.91
H -0.70 0.75 -0.53
H -1.46 -1.50 -1.26
H -3.12 -1.10 -0.83
H -2.32 -0.23 -2.14
H -3.43 1.20 0.37
H -2.71 1.94 -0.90
*
```

2) Entry from OMol25: a 2-piece molecular cluster, C6H16N2O overall (the ωB97M-V functional and the def2-TZVPD basis).

Calculated values
Kohn-Sham gap	9.61	eV
LUMO energy	0.0346	hartree
SMILES	[H]/N=C\OC(C)C.CNC
HOMO	-8.7	eV

Geometry as ORCA input:
```
! wB97M-V def2-TZVPD RIJCOSX def2/J DEFGRID3
* xyz 0 1
H -2.39 0.98 -0.55
N -2.18 0.27 0.15
C -0.95 0.12 0.36
O 0.08 1.11 0.08
C 1.03 1.44 1.07
C 1.82 0.24 1.59
C 0.36 2.21 2.21
H -0.65 -0.62 1.10
H 1.73 2.12 0.55
H 1.22 -0.36 2.26
H 2.12 -0.39 0.75
H 2.70 0.58 2.13
H -0.37 1.58 2.71
H -0.16 3.08 1.81
H 1.10 2.55 2.93
C -1.13 -0.65 -2.57
N -0.20 -1.04 -1.52
C -0.18 -2.47 -1.27
H -2.14 -0.83 -2.21
H -1.01 0.42 -2.76
H -0.95 -1.19 -3.51
H 0.72 -0.65 -1.71
H 0.00 -3.06 -2.19
H 0.59 -2.70 -0.54
H -1.15 -2.75 -0.87
*
```

1) comes first in stability; the runner-up is 0.0589 hartree higher.

1) Entry from OMol25: a 2-piece molecular cluster, C6H16N2O overall (the ωB97M-V functional and the def2-TZVPD basis).

Calculated values
Kohn-Sham gap	7.92	eV
LUMO energy	0.0330	hartree
SMILES	C/C(N)=C\O.CC(C)N
HOMO	-7.0	eV

Geometry as ORCA input:
```
! wB97M-V def2-TZVPD RIJCOSX def2/J DEFGRID3
* xyz 0 1
C -1.83 -0.50 0.65
C -2.29 0.87 0.22
N -3.46 1.30 0.87
C -1.72 1.60 -0.74
O -0.59 1.33 -1.45
H -1.48 -0.47 1.69
H -2.67 -1.19 0.61
H -1.04 -0.88 0.01
H -3.46 1.11 1.86
H -3.67 2.28 0.70
H -2.12 2.58 -0.99
H -0.22 0.39 -1.31
C 2.08 -1.74 0.66
C 2.16 -0.66 -0.41
C 1.98 0.72 0.17
N 1.05 -0.90 -1.42
H 1.10 -1.71 1.15
H 2.85 -1.58 1.41
H 2.22 -2.73 0.23
H 3.13 -0.73 -0.92
H 1.12 0.76 0.83
H 2.87 1.02 0.72
H 1.73 1.45 -0.63
H 0.97 -1.89 -1.63
H 1.29 -0.44 -2.30
*
```

2) Entry from OMol25: C6H16N2O as an isolated structure (the ωB97M-V functional and the def2-TZVPD basis).

Calculated values
Kohn-Sham gap (alpha / beta)	7.13 / 8.01	eV
LUMO energy (alpha / beta)	0.0075 / 0.0188	hartree
HOMO (alpha / beta)	-6.9 / -7.5	eV

Geometry as ORCA input:
```
! wB97M-V def2-TZVPD RIJCOSX def2/J DEFGRID3
* xyz 0 1
C -1.00 -0.22 -1.92
C -0.57 0.37 0.30
C 0.16 0.15 -2.80
C -0.26 1.84 0.13
O -1.45 -1.51 -2.00
H -0.70 -2.11 -2.13
H -1.85 0.45 -1.93
H -0.08 -0.30 -0.45
H -1.61 0.18 0.55
H 1.03 -0.47 -2.58
H -0.09 0.02 -3.86
H 0.44 1.19 -2.64
H -0.49 2.38 1.04
H 0.79 2.00 -0.13
H -0.87 2.30 -0.65
C 1.73 -0.44 1.56
C 0.23 -0.41 1.87
N -0.30 -1.74 1.95
N -0.25 0.40 2.81
H -1.21 -1.72 2.39
H -0.35 -2.21 1.05
H 0.37 1.20 2.95
H 2.12 0.56 1.38
H 1.94 -1.06 0.69
H 2.26 -0.87 2.42
*
```

1) comes first in stability; the runner-up is 0.1508 hartree higher.